Computed, not measured: 2 unconnected molecules or ions with the total composition C3H10OS, with wB97M-V/def2-TZVPD.

```
15
C3H10OS, DFT wB97M-V/def2-TZVPD
S 1.890 -1.499 1.249
O -2.697 0.015 -3.148
C 2.030 0.102 2.176
C 1.776 1.319 1.304
C -2.561 -0.828 -1.985
H 1.609 2.207 1.908
H 1.369 0.148 3.037
H -3.558 -1.220 -1.775
H 3.027 0.065 2.615
H 0.917 1.116 0.667
H 1.072 -1.033 0.267
H -2.269 -0.187 -1.155
H 2.590 1.570 0.625
H -1.731 -1.516 -2.177
H -3.464 -0.257 -3.609
```

Electronic energy in hartree: -593.685494
Charge: 0
LUMO in eV: 0.809
SMILES string: CCS.CO
HOMO-LUMO gap in eV: 9.87
Relative energy (zero: lowest compared OMol25 entry of this formula, charge and spin) in eV: 0.861

Atom charges from the natural (NBO) analysis, given in e for atoms 1 to 8: atom 1 (S): -0.064, atom 2 (O): -0.730, atom 3 (C): -0.493, atom 4 (C): -0.616, atom 5 (C): -0.253, atom 6 (H): 0.215, atom 7 (H): 0.205, atom 8 (H): 0.174

---

Computed, not measured: 2 unconnected molecules or ions with the total composition C3H10OS2, with wB97M-V/def2-TZVPD.

```
16
C3H10OS2, DFT wB97M-V/def2-TZVPD
S -0.036 -2.091 -5.803
S -0.692 -0.170 -4.987
O -0.361 1.307 4.321
C -2.359 -0.687 -4.595
C 0.562 0.406 3.733
C 2.026 0.744 3.906
H 1.133 -1.558 -6.240
H 2.601 0.378 3.061
H -2.393 -0.965 -3.539
H -3.062 0.130 -4.737
H 0.328 0.312 2.668
H -2.726 -1.520 -5.197
H 2.176 1.826 3.972
H 0.371 -0.560 4.201
H 2.376 0.284 4.830
H 0.057 2.165 4.406
```

Electronic energy in hartree: -991.867156
Charge: -1
LUMO (alpha / beta) in eV: 2.507 / 2.500
Multiplicity: 2
HOMO-LUMO gap (alpha / beta) in eV: 2.39 / 5.23
Relative energy (zero: lowest compared OMol25 entry of this formula, charge and spin) in eV: 1.653

Atom charges from the natural (NBO) analysis, given in e for atoms 1 to 8: atom 1 (S): -0.628, atom 2 (S): -0.294, atom 3 (O): -0.718, atom 4 (C): -0.767, atom 5 (C): -0.062, atom 6 (C): -0.637, atom 7 (H): 0.105, atom 8 (H): 0.224

---

Computed, not measured: 2 unconnected molecules or ions with the total composition C3H10OS2, with wB97M-V/def2-TZVPD.

```
16
C3H10OS2, DFT wB97M-V/def2-TZVPD
S -2.387 0.183 -0.217
S -2.078 -1.098 1.452
O 0.980 1.351 -1.727
C 3.435 -0.577 0.400
C 2.930 0.261 -0.764
C 1.514 0.736 -0.560
H 3.127 -0.124 1.400
H 1.523 1.502 0.259
H 0.875 -0.125 -0.289
H 0.129 1.824 -1.594
H 3.554 1.180 -1.015
H -2.278 -0.127 2.363
H 2.946 -0.404 -1.666
H -1.175 -0.165 -0.710
H 3.081 -1.620 0.380
H 4.546 -0.633 0.477
```

Electronic energy in hartree: -991.880712
Charge: 0
LUMO in eV: 0.008
SMILES string: CCCO.SS
HOMO-LUMO gap in eV: 9.25
Relative energy (zero: lowest compared OMol25 entry of this formula, charge and spin) in eV: 0.841

Atom charges from the natural (NBO) analysis, given in e for atoms 1 to 8: atom 1 (S): -0.140, atom 2 (S): -0.133, atom 3 (O): -0.744, atom 4 (C): -0.615, atom 5 (C): -0.427, atom 6 (C): -0.046, atom 7 (H): 0.201, atom 8 (H): 0.160

---

Computed, not measured: 2 unconnected molecules or ions with the total composition C3H10OS2, with wB97M-V/def2-TZVPD.

```
16
C3H10OS2, DFT wB97M-V/def2-TZVPD
S -0.217 -1.982 -2.703
S -0.654 -2.422 -0.719
O 0.755 1.316 -0.573
C -0.567 1.295 0.059
C 0.817 -2.115 0.236
C -0.489 1.651 1.525
H -0.967 0.291 -0.105
H 0.001 0.847 2.096
H -1.222 2.134 -0.367
H 1.345 -1.242 -0.176
H 0.807 -2.007 1.306
H 0.623 1.480 -1.532
H -0.484 -0.741 -2.557
H 0.242 2.518 1.603
H 1.429 -2.942 -0.169
H -1.418 1.919 2.075
```

Electronic energy in hartree: -991.868684
Charge: 0
LUMO in eV: 0.402
SMILES string: CCO.CSS
HOMO-LUMO gap in eV: 9.27
Relative energy (zero: lowest compared OMol25 entry of this formula, charge and spin) in eV: 1.168

Atom charges from the natural (NBO) analysis, given in e for atoms 1 to 8: atom 1 (S): -0.097, atom 2 (S): 0.081, atom 3 (O): -0.744, atom 4 (C): -0.081, atom 5 (C): -0.800, atom 6 (C): -0.641, atom 7 (H): 0.179, atom 8 (H): 0.203

---

Computed, not measured: 2 unconnected molecules or ions with the total composition C3H10OSi2, with wB97M-V/def2-TZVPD.

```
16
C3H10OSi2, DFT wB97M-V/def2-TZVPD
Si 2.808 0.479 -0.083
Si -0.343 0.517 -0.164
O -0.667 1.740 -1.213
C -1.215 0.871 1.439
C -0.915 -2.333 -0.515
C -0.818 -1.114 -1.081
H -0.968 2.607 -0.812
H 3.234 -0.885 -0.085
H 3.229 0.795 -1.443
H -0.915 -2.616 0.481
H -1.080 -1.081 -2.095
H 3.226 1.319 1.186
H -0.821 1.552 2.250
H -2.159 1.355 1.170
H -1.075 -3.184 -1.054
H -1.521 -0.022 2.019
```

Electronic energy in hartree: -774.447546
Charge: 0
LUMO in eV: 0.457
HOMO-LUMO gap in eV: 8.11
Relative energy (zero: lowest compared OMol25 entry of this formula, charge and spin) in eV: 2.083

Atom charges from the natural (NBO) analysis, given in e for atoms 1 to 8: atom 1 (Si): 0.321, atom 2 (Si): 1.581, atom 3 (O): -1.113, atom 4 (C): -1.198, atom 5 (C): -0.333, atom 6 (C): -0.650, atom 7 (H): 0.506, atom 8 (H): -0.172

---

Computed, not measured: 2 unconnected molecules or ions with the total composition C3H10P2, with wB97M-V/def2-TZVPD.

```
15
C3H10P2, DFT wB97M-V/def2-TZVPD
P -1.159 -0.774 -0.330
P -1.223 -2.881 -0.106
C 2.518 1.235 0.242
C -2.704 -0.522 0.477
C 2.291 1.820 1.616
H -2.641 -0.639 1.620
H -3.094 0.512 0.351
H -0.265 -3.442 -0.914
H 2.392 3.001 1.571
H -2.339 -3.291 -0.750
H 3.428 0.784 0.188
H -3.544 -1.122 0.166
H 1.196 1.551 1.991
H 1.783 1.209 -0.522
H 3.082 1.583 2.220
```

Electronic energy in hartree: -802.837465
Charge: 0
LUMO (alpha / beta) in eV: 0.721 / -0.849
HOMO-LUMO gap (alpha / beta) in eV: 8.33 / 6.95
Relative energy (zero: lowest compared OMol25 entry of this formula, charge and spin) in eV: 2.922

Atom charges from the natural (NBO) analysis, given in e for atoms 1 to 8: atom 1 (P): 0.336, atom 2 (P): -0.026, atom 3 (C): -0.288, atom 4 (C): -1.035, atom 5 (C): -0.676, atom 6 (H): 0.249, atom 7 (H): 0.248, atom 8 (H): 0.006

---

Computed, not measured: 2 unconnected molecules or ions with the total composition C3H10P2, with wB97M-V/def2-TZVPD.

```
15
C3H10P2, DFT wB97M-V/def2-TZVPD
P 0.454 0.586 0.323
P 1.899 2.204 0.681
C 1.017 -0.415 -1.183
C -2.436 0.390 -0.444
C 0.747 -0.551 1.679
H -1.719 0.294 -1.212
H -0.184 -0.870 2.028
H -2.948 -0.528 -0.069
H -3.119 1.201 -0.314
H 0.623 0.220 -1.971
H 1.108 -1.444 1.309
H 1.322 -0.075 2.473
H 2.189 2.428 -0.587
H 1.998 -0.610 -0.927
H 0.492 -1.462 -1.310
```

Electronic energy in hartree: -802.833482
Charge: 0
LUMO (alpha / beta) in eV: -0.929 / 0.167
HOMO-LUMO gap (alpha / beta) in eV: 6.77 / 7.69
Relative energy (zero: lowest compared OMol25 entry of this formula, charge and spin) in eV: 3.031

Atom charges from the natural (NBO) analysis, given in e for atoms 1 to 8: atom 1 (P): 0.622, atom 2 (P): -0.062, atom 3 (C): -0.918, atom 4 (C): -0.548, atom 5 (C): -0.955, atom 6 (H): 0.164, atom 7 (H): 0.234, atom 8 (H): 0.166

---

Computed, not measured: 2 unconnected molecules or ions with the total composition C3H10S, with wB97M-V/def2-TZVPD.

```
14
C3H10S, DFT wB97M-V/def2-TZVPD
S -2.184 -2.478 -0.846
C 1.504 0.468 -0.201
C 1.171 1.916 -0.011
C -1.376 -1.415 0.499
H 1.184 2.073 1.080
H 1.693 2.566 -0.690
H 0.248 2.258 -0.436
H 2.558 0.438 -0.189
H -0.948 -0.593 0.030
H 1.052 -0.186 0.586
H -2.204 -1.218 1.231
H -3.391 -1.974 -0.715
H 1.194 0.146 -1.228
H -0.501 -2.002 0.889
```

Electronic energy in hartree: -518.389867
Charge: -1
LUMO (alpha / beta) in eV: 3.705 / 4.107
Multiplicity: 2
HOMO-LUMO gap (alpha / beta) in eV: 2.44 / 9.24
Relative energy (zero: lowest compared OMol25 entry of this formula, charge and spin) in eV: 0.894

Atom charges from the natural (NBO) analysis, given in e for atoms 1 to 8: atom 1 (S): -0.410, atom 2 (C): -0.707, atom 3 (C): -0.749, atom 4 (C): -0.967, atom 5 (H): 0.201, atom 6 (H): 0.192, atom 7 (H): 0.201, atom 8 (H): 0.188

---

Which max |F| belongs to each record? In order, 1.506, 3.364, 1.981, 3.519, 3.198, 5.009, 4.231, 2.530 eV/Å.